Molecular formula: C49H113CrF6N7O17S2
Method: DFT, the ωB97M-V functional and the def2-TZVPD basis

```
! wB97M-V def2-TZVPD RIJCOSX def2/J DEFGRID3
* xyz 1 4
Cr 1.869 -3.567 1.948
C 0.678 0.616 0.854
F -0.574 1.093 0.705
F 1.378 0.954 -0.245
F 1.223 1.007 1.968
S 0.226 -1.133 0.825
O -0.750 -1.329 1.886
O -0.122 -1.335 -0.540
O 1.505 -1.854 1.197
C 5.899 -1.838 3.445
F 5.906 -1.662 4.723
F 6.602 -0.855 2.921
F 6.573 -2.964 3.081
S 4.260 -1.579 2.440
O 4.674 -1.825 1.129
O 3.441 -2.812 2.859
O 3.811 -0.316 2.971
C 4.226 -5.777 -1.027
C 3.271 -5.340 0.074
C 3.747 -5.795 1.445
O 2.779 -5.362 2.460
C 3.029 -5.854 3.723
N 2.972 -3.925 0.158
H 3.782 -5.363 -1.917
H 4.260 -6.870 -1.139
H 5.213 -5.253 -1.084
H 2.318 -5.890 0.006
H 4.702 -5.322 1.838
H 3.907 -6.875 1.474
H 2.631 -6.837 3.884
H 2.566 -5.213 4.411
H 4.080 -5.896 3.948
H 3.861 -3.436 0.255
H 2.523 -3.574 -0.718
C -1.467 -4.422 4.533
C -0.479 -4.584 3.432
C -0.968 -4.673 2.016
O 0.181 -4.534 1.098
C -0.335 -4.582 -0.197
N 0.459 -3.455 3.551
H -0.941 -4.649 5.431
H -2.264 -5.157 4.450
H -1.939 -3.466 4.582
H 0.080 -5.511 3.586
H -1.702 -3.904 1.776
H -1.431 -5.642 1.966
H 0.423 -4.334 -0.929
H -1.288 -4.067 -0.320
H -0.462 -5.656 -0.546
H 0.977 -3.497 4.432
H -0.014 -2.507 3.686
C 1.765 -3.485 -4.581
C 2.674 -2.784 -3.693
C 3.017 -1.424 -4.415
O 3.552 -1.680 -5.709
C 4.317 -0.546 -6.163
N 2.075 -2.608 -2.330
H 1.470 -4.459 -4.161
H 2.241 -3.579 -5.570
H 0.934 -2.832 -4.733
H 3.595 -3.279 -3.498
H 3.719 -0.825 -3.866
H 2.148 -0.793 -4.569
H 3.771 0.427 -6.075
H 4.530 -0.723 -7.260
H 5.344 -0.491 -5.680
H 2.445 -1.849 -1.802
H 1.088 -2.363 -2.448
C -3.865 -4.628 -2.262
C -3.508 -3.352 -2.967
C -3.966 -3.275 -4.472
O -3.318 -4.345 -5.143
C -3.478 -4.403 -6.546
N -4.014 -2.155 -2.260
H -3.461 -4.773 -1.307
H -3.445 -5.500 -2.764
H -4.923 -4.773 -2.256
H -2.400 -3.313 -2.979
H -3.747 -2.322 -4.927
H -5.100 -3.414 -4.524
H -2.590 -4.107 -7.106
H -4.281 -3.682 -6.792
H -3.728 -5.431 -6.781
H -5.009 -1.975 -2.561
H -3.967 -2.359 -1.293
C 1.543 5.526 -0.281
C 3.071 5.690 -0.563
C 3.999 4.788 0.364
C 4.008 3.368 -0.025
C 4.568 3.235 -1.447
C 3.668 4.008 -2.401
N 3.521 5.410 -1.956
O 3.062 6.329 -2.934
C 4.403 4.044 -3.773
C 2.306 3.297 -2.606
C 3.522 7.133 -0.183
H 1.293 6.022 0.677
H 1.242 4.523 -0.235
H 0.969 6.011 -1.106
H 5.014 5.145 0.455
H 3.595 4.903 1.383
H 3.041 2.873 0.021
H 4.668 2.745 0.650
H 4.534 2.268 -1.944
H 5.561 3.723 -1.552
H 5.396 4.533 -3.613
H 4.463 3.011 -4.034
H 3.871 4.568 -4.532
H 1.693 4.017 -3.221
H 2.524 2.375 -3.168
H 1.780 2.995 -1.737
H 4.595 7.173 -0.286
H 3.357 7.261 0.866
H 3.024 7.944 -0.755
H 2.089 6.230 -2.982
C -3.392 1.051 -1.531
C -3.631 1.934 -2.787
C -2.827 3.235 -2.726
C -1.304 3.117 -2.876
C -1.068 2.399 -4.285
C -1.735 1.047 -4.382
N -3.167 1.230 -3.999
O -3.934 0.041 -4.212
C -1.766 0.509 -5.829
C -0.990 -0.080 -3.626
C -5.113 2.200 -2.909
H -2.376 0.700 -1.471
H -4.040 0.224 -1.457
H -3.418 1.778 -0.714
H -3.251 3.676 -3.654
H -3.295 3.861 -1.991
H -0.916 2.556 -2.050
H -0.796 4.108 -2.800
H -0.013 2.287 -4.608
H -1.532 3.077 -5.032
H -2.504 1.021 -6.451
H -0.780 0.714 -6.343
H -2.036 -0.595 -5.813
H -0.135 -0.139 -4.278
H -0.718 0.179 -2.588
H -1.519 -1.039 -3.668
H -5.785 1.332 -2.861
H -5.274 2.669 -3.875
H -5.399 2.952 -2.153
H -3.807 -0.560 -3.429
C -2.247 6.651 5.552
C -2.557 5.214 5.081
C -4.100 4.937 5.197
C -4.492 3.685 4.466
C -4.126 3.916 2.967
C -2.593 3.969 2.849
N -2.123 5.102 3.679
O -0.732 5.338 3.517
C -1.979 2.578 3.203
C -2.248 4.255 1.402
C -1.764 4.224 6.032
H -2.975 7.329 5.194
H -1.259 7.011 5.205
H -2.244 6.706 6.639
H -4.312 4.903 6.239
H -4.539 5.798 4.707
H -5.594 3.541 4.538
H -4.111 2.706 4.802
H -4.644 4.883 2.667
H -4.490 3.083 2.318
H -0.855 2.563 3.145
H -2.327 2.153 4.140
H -2.212 1.850 2.403
H -1.147 4.267 1.400
H -2.552 3.397 0.826
H -2.576 5.296 1.122
H -2.438 3.705 6.773
H -1.029 4.822 6.548
H -1.321 3.417 5.472
H -0.245 4.514 3.700
C 2.612 -2.588 6.746
C 1.628 -1.419 6.579
O 1.541 -1.180 5.174
O 1.923 -3.778 6.277
H 3.098 -2.599 7.773
H 3.510 -2.483 6.159
H 2.125 -0.586 7.089
H 0.589 -1.652 6.920
H 1.877 -0.314 5.008
H 1.963 -4.456 6.924
C -4.374 -2.220 1.249
C -5.097 -0.985 0.885
O -4.332 0.151 1.294
O -3.095 -2.366 0.701
H -4.923 -3.081 0.837
H -4.448 -2.332 2.320
H -5.979 -0.884 1.503
H -5.342 -0.952 -0.195
H -3.919 0.549 0.504
H -2.568 -1.545 0.775
*
```

Values from the calculation:
**E_HOMO (alpha / beta)**: -9.460 / -9.460 eV